Entry 1:
The following is a DFT calculation (ωB97M-V/def2-TZVPD) of a structure of composition C33H51BrNP3Pd at a distorted geometry.

```
90
Properties=species:S:1:pos:R:3:forces:R:3
N -6.225 4.501 -4.953 2.8454 -1.9849 2.1380
C -5.937 4.816 -3.691 -0.5666 0.7968 0.4236
C -4.948 4.117 -2.972 0.0522 -0.7295 -1.2410
C -4.233 3.050 -3.598 -0.8918 0.5745 -0.8866
C -4.575 2.756 -4.932 -0.5567 0.9229 0.7495
C -5.588 3.511 -5.559 -0.3891 -0.2150 -1.4555
C -3.188 2.356 -2.837 0.9890 -0.3852 0.3928
Pd 0.628 -0.630 -2.344 1.6659 0.0368 -0.2073
P 2.686 -0.760 -0.901 3.2769 -0.2900 1.5740
C -2.136 1.536 -3.184 -2.1603 1.0483 -0.4086
C -1.160 1.310 -2.141 1.5326 -0.0020 0.9051
C 0.274 1.438 -2.392 -1.6809 2.0319 0.9072
C 1.086 1.986 -1.311 -0.5359 -0.5886 -1.3278
C 0.572 2.020 -0.053 0.3660 1.1910 -1.3069
C -0.741 1.829 0.206 -1.8100 -0.8325 -0.3879
C -1.593 1.365 -0.803 0.2845 0.2555 0.5196
Br 1.225 0.962 2.363 -0.4568 -0.6718 1.3915
H -3.233 2.686 -1.790 0.2260 -0.1931 -0.4911
H -1.964 1.213 -4.210 0.0242 0.1061 0.1408
H -4.746 4.409 -1.946 -0.1603 0.0931 -0.2018
H -4.092 1.959 -5.481 -0.1782 0.0853 -0.1921
H -6.478 5.631 -3.223 -0.0658 0.0511 -0.0418
H -5.874 3.302 -6.587 -0.0035 -0.0464 -0.0364
H 0.549 1.605 -3.444 0.2771 0.0347 0.2984
H -2.632 1.151 -0.542 0.2827 0.2375 -0.2215
H 2.043 2.392 -1.595 0.1057 -0.0905 0.0337
H -1.209 2.056 1.156 0.2111 -0.2251 -0.2284
P -0.131 -2.497 -1.379 -1.2781 -2.4285 1.0152
C 3.580 0.712 -0.121 -1.1475 0.6767 0.0764
C 5.068 0.869 -0.321 0.5563 0.3313 -0.1559
H 3.348 0.639 0.957 0.1751 -0.2007 -0.4456
H 3.078 1.633 -0.407 0.4268 -0.2581 -0.0051
H 5.340 1.913 -0.133 -0.0482 -0.1439 -0.0092
H 5.644 0.254 0.373 0.0235 0.1674 -0.4336
H 5.359 0.636 -1.344 0.0653 0.3022 0.1369
C 3.834 -1.557 -2.126 -0.7692 0.5993 -0.6732
C 5.261 -1.923 -1.767 0.7759 -0.2897 0.3631
H 3.828 -0.865 -2.978 0.0866 -0.1192 -0.0901
H 3.314 -2.457 -2.476 -0.0525 0.0805 0.0047
H 5.758 -2.327 -2.648 -0.1364 -0.0134 -0.1306
H 5.870 -1.083 -1.426 -0.2266 -0.3847 -0.1598
H 5.321 -2.689 -0.993 -0.1006 0.0010 -0.5580
C 3.026 -1.811 0.632 -1.4589 -0.4697 -0.1519
C 4.418 -1.838 1.252 0.7157 -0.0627 -0.0062
H 2.723 -2.833 0.386 0.1419 0.1199 0.1359
H 2.323 -1.440 1.394 0.0165 -0.2670 -0.2152
H 4.388 -2.431 2.172 -0.2330 0.1089 -0.1077
H 5.157 -2.324 0.607 -0.3272 0.2876 0.5332
H 4.813 -0.854 1.515 -0.2736 -0.3201 0.1222
C 0.071 -3.377 0.228 0.4331 0.7320 0.2653
C -0.862 -4.576 0.460 -0.2448 -0.1463 0.0200
H -0.022 -2.616 1.021 0.1008 -0.3845 -0.0512
H 1.113 -3.729 0.250 -0.4051 0.2326 -0.1020
H -1.738 -4.292 1.057 0.1830 -0.1200 -0.2859
H -1.203 -5.044 -0.474 0.0592 0.1034 0.3117
H -0.313 -5.342 1.027 -0.2102 0.2394 -0.1968
C 0.527 -3.734 -2.543 0.2349 0.4144 0.1372
C 0.414 -3.225 -3.979 0.0890 -0.4716 -0.3061
H -0.007 -4.678 -2.369 0.1350 0.1720 -0.1459
H 1.578 -3.892 -2.250 -0.2903 -0.0494 -0.1040
H -0.582 -3.425 -4.390 0.2512 0.1529 -0.0118
H 0.605 -2.136 -4.068 0.0325 -0.1897 -0.1106
H 1.165 -3.728 -4.598 -0.2732 0.1444 -0.0954
C -1.918 -2.326 -1.693 0.0607 0.0569 -0.6130
C -2.746 -2.001 -0.455 -0.5037 0.0974 0.3437
H -2.227 -3.257 -2.189 -0.1011 0.1945 0.1354
H -2.027 -1.507 -2.429 -0.0466 -0.5486 0.1053
H -3.583 -2.709 -0.374 0.2558 0.2976 0.1070
H -2.171 -2.043 0.479 -0.1719 -0.0621 -0.1904
H -3.164 -0.992 -0.538 -0.0155 -0.2991 0.0719
C -0.643 3.224 3.155 -0.3106 0.3193 0.0118
P -0.613 1.464 3.549 1.2258 -0.0326 0.9661
C -2.080 0.567 3.056 -0.4960 -0.2561 -0.3615
C -0.310 1.124 5.273 0.3168 -0.0995 0.1960
C -1.390 0.997 6.175 0.1145 0.1131 -0.3425
C -1.128 0.943 7.540 -0.1737 -0.0300 0.0289
C 0.184 0.986 8.016 0.1146 -0.0241 -0.1742
C 1.253 1.045 7.119 0.0987 -0.0345 -0.1664
C 1.012 1.102 5.750 0.0303 0.2620 -0.1472
H -0.173 3.434 2.188 -0.0794 -0.0409 0.3432
H -0.098 3.771 3.935 -0.1785 -0.1851 -0.0994
H -1.684 3.554 3.120 0.0568 0.1724 0.1844
H -2.239 -0.289 3.731 0.1883 0.3371 -0.2088
H -2.938 1.253 3.143 0.2005 -0.2077 -0.0159
H -2.021 0.204 2.023 -0.0220 0.0958 0.2612
H -2.416 0.952 5.806 0.2144 0.0820 0.2448
H -1.959 0.866 8.243 0.2403 0.0089 -0.2303
H 0.383 0.955 9.089 -0.1200 0.0060 -0.3304
H 2.284 1.050 7.478 -0.3657 -0.0387 -0.0614
H 1.838 1.133 5.029 -0.2429 0.0587 0.5319
```
Forces are in eV/Å.

Output
- multiplicity = 5
- M (g/mol) = 741.02
- calculated total energy (eV) = -137882.232
- total charge = +4
- HOMO-LUMO gap (alpha / beta) (eV) = 6.65 / 4.54
- <S²> = 6.025
- ΔE to the lowest compared entry with this formula, charge and spin (kcal/mol) = 2.0

=====

Entry 2:
The following is a DFT calculation (ωB97M-V/def2-TZVPD) of a structure of composition C33H52CrN7O4P2 at a distorted geometry.

```
99
Properties=species:S:1:pos:R:3:forces:R:3
Cr 0.034 -0.598 -0.126 -0.6399 0.8298 -0.0589
C -0.111 -1.353 3.904 -0.1232 0.2860 -0.3125
P 0.293 -1.649 2.132 0.3917 -0.9832 0.8141
C -0.382 -3.348 1.930 0.0589 0.1326 -0.1128
C 2.083 -2.078 2.342 -0.0230 0.1245 -0.1304
C 2.791 -2.226 0.998 -0.0807 0.0558 -0.0631
P 2.493 -0.706 0.000 1.2439 -0.2877 0.3736
C 3.480 0.468 1.044 -0.3841 0.0674 -0.0846
C 3.671 -0.926 -1.388 -0.3389 0.0972 -0.0727
H 0.440 -2.064 4.518 0.0026 -0.0295 -0.0085
H -1.178 -1.490 4.074 -0.0042 0.0162 0.0187
H 0.164 -0.338 4.194 0.0002 -0.0217 0.0255
H 0.045 -4.012 2.682 0.0114 -0.0111 -0.0030
H -0.127 -3.711 0.932 -0.0039 -0.0512 0.0197
H -1.465 -3.348 2.034 -0.0287 0.0269 -0.0220
H 2.152 -2.996 2.928 -0.0065 0.0268 0.0484
H 2.551 -1.281 2.927 -0.0347 -0.0009 0.0237
H 2.408 -3.080 0.438 -0.0218 -0.0067 -0.0447
H 3.866 -2.362 1.139 0.0010 -0.0257 -0.0321
H 4.216 -0.080 1.634 -0.0064 -0.0280 -0.0008
H 2.822 1.030 1.708 0.0782 0.0495 0.0485
H 4.015 1.175 0.412 -0.0202 0.0340 0.0301
H 4.694 -0.891 -1.014 -0.0010 0.0291 0.0243
H 3.524 -0.133 -2.124 0.0667 -0.0005 0.0107
H 3.493 -1.883 -1.868 -0.0275 -0.0519 -0.0163
N -3.529 -2.732 -1.039 0.0682 0.0199 -0.0936
C -2.346 -2.126 -1.261 -0.1541 -0.0689 0.0583
N -1.934 -1.415 -0.236 -0.1650 -0.1710 -0.0027
C -2.931 -1.557 0.732 -0.3369 -0.1285 -0.0660
C -3.060 -1.018 2.011 0.0632 0.0447 0.0081
C -4.182 -1.350 2.744 0.0730 0.0409 0.0725
C -5.167 -2.208 2.239 -0.0360 -0.0400 -0.0855
C -5.062 -2.745 0.972 -0.0765 -0.0409 -0.0426
C -3.939 -2.394 0.233 0.1415 0.1629 0.2585
H -4.023 -3.312 -1.695 0.0316 0.0068 -0.0300
H -1.825 -2.231 -2.195 0.0432 -0.0006 0.0271
H -2.303 -0.355 2.400 -0.0185 0.0008 0.0129
H -4.308 -0.940 3.738 0.0273 -0.0046 0.0016
H -6.023 -2.454 2.852 -0.0071 0.0059 -0.0089
H -5.816 -3.409 0.571 -0.0163 0.0168 0.0221
O -1.392 0.636 -3.149 0.0530 -0.0176 -0.0590
C -0.516 -0.199 -3.231 -0.0840 0.0739 -0.0121
C 0.028 -0.800 -4.522 0.0458 -0.0299 0.0197
C 0.812 -2.026 -4.052 0.0040 0.0886 -0.0369
C 0.752 -1.917 -2.540 -0.0096 -0.2734 0.0203
O 1.193 -2.743 -1.738 0.0133 0.1038 -0.1535
N 0.084 -0.804 -2.148 0.1443 -0.2626 -0.2728
H 0.660 -0.056 -5.008 -0.0323 0.0188 -0.0082
H -0.788 -1.034 -5.203 -0.0264 0.0603 0.0051
H 1.852 -2.039 -4.377 0.0019 -0.0187 0.0220
H 0.366 -2.968 -4.369 0.0247 -0.0285 0.0404
C -3.643 1.578 -0.132 0.0669 -0.0352 0.0460
N -3.260 2.182 1.131 -0.0355 0.0319 -0.0558
C -4.313 2.927 1.807 0.0723 0.1277 0.0967
C -3.722 4.038 2.652 0.0113 -0.1603 0.0239
C -2.701 3.426 3.589 -0.1467 0.0722 -0.0892
N -1.740 2.631 2.840 0.0814 -0.0065 0.0659
C -0.411 2.523 3.412 -0.0664 -0.0504 -0.0830
C -2.025 1.993 1.665 0.1064 0.0871 0.0191
O -1.167 1.276 1.126 -0.0263 -0.1818 -0.1362
H -3.841 2.354 -0.875 -0.0163 -0.0153 0.0014
H -4.552 0.984 0.001 0.0260 -0.0323 -0.0010
H -2.846 0.940 -0.494 0.0002 -0.0292 -0.0437
H -4.907 2.248 2.432 -0.0374 0.0167 -0.0376
H -4.975 3.338 1.044 -0.0017 -0.0318 -0.0135
H -4.508 4.533 3.221 0.0115 0.0247 0.0021
H -3.241 4.778 2.010 -0.0071 0.0094 -0.0088
H -3.206 2.800 4.335 0.0362 0.0393 0.0456
H -2.157 4.205 4.124 0.0309 -0.0266 0.0085
H 0.091 3.494 3.396 0.0030 -0.0079 0.0243
H 0.163 1.815 2.822 0.0408 0.0166 0.0341
H -0.469 2.180 4.448 0.0026 0.0003 -0.0011
C 4.118 3.840 2.813 -0.0980 0.0509 -0.0749
C 3.222 4.623 1.858 0.1091 -0.0541 0.0791
N 3.849 4.882 0.570 -0.0423 -0.0096 -0.0451
C 5.131 5.589 0.549 0.0990 -0.0939 -0.1842
C 6.285 4.689 0.120 -0.0901 0.0682 0.0625
C 3.255 4.655 -0.630 -0.0354 0.0015 0.1375
O 3.763 4.979 -1.691 0.0388 -0.0457 0.0568
C 1.910 3.975 -0.651 -0.0399 0.0639 -0.1605
C 0.732 4.712 -0.642 0.0861 -0.0432 0.0316
C -0.455 4.060 -0.918 -0.0277 -0.0059 0.0040
C -0.435 2.691 -1.141 0.0773 0.1115 -0.0849
N 0.677 1.956 -1.079 -0.0266 0.2923 -0.0914
C 1.821 2.611 -0.886 -0.0346 0.0106 0.0060
H 3.554 3.588 3.712 0.0465 0.0045 0.0306
H 4.990 4.419 3.116 0.0152 -0.0248 0.0159
H 4.466 2.917 2.350 -0.0014 -0.0413 -0.0039
H 2.940 5.574 2.325 -0.0137 -0.0131 -0.0269
H 2.307 4.061 1.682 -0.0483 0.0239 -0.0228
H 5.308 5.995 1.544 -0.0563 0.0507 0.0004
H 5.047 6.417 -0.157 -0.0096 0.0387 0.0679
H 6.395 3.837 0.793 0.0093 0.0098 0.0204
H 7.217 5.253 0.120 0.0165 -0.0218 -0.0057
H 6.101 4.325 -0.889 0.0431 -0.0251 -0.0089
H 0.757 5.780 -0.462 -0.0010 0.0100 -0.0360
H -1.388 4.605 -0.987 -0.0035 -0.0104 0.0043
H -1.329 2.165 -1.433 -0.0517 -0.0412 0.1031
H 2.729 2.025 -0.959 0.0046 0.0089 0.0556
```
Forces are in eV/Å.

Output
- multiplicity = 5
- M (g/mol) = 724.77
- calculated total energy (eV) = -100685.105
- total charge = +1
- HOMO-LUMO gap (alpha / beta) (eV) = 8.95 / 9.48
- <S²> = 6.019
- ΔE to the lowest compared entry with this formula, charge and spin (kcal/mol) = 2.5

=====

Entry 3:
The following is a DFT calculation (ωB97M-V/def2-TZVPD) of a structure of composition C33H52N3O3P2Ti at a distorted geometry.

```
94
Properties=species:S:1:pos:R:3:forces:R:3
C -2.023 -1.885 -0.710 0.7245 -0.1588 -0.5386
C 0.077 -1.589 -1.769 -1.0769 -0.5257 0.2969
C -2.424 -2.779 -1.710 0.1984 0.1059 -0.0611
C -0.292 -2.464 -2.805 0.0814 0.1674 0.3370
C -1.543 -3.081 -2.761 -0.0491 0.2357 0.3997
H -3.426 -3.215 -1.672 0.3922 0.1717 -0.0370
H 0.402 -2.646 -3.630 -0.2735 0.0492 0.3032
H -1.845 -3.777 -3.550 0.1168 0.2953 0.3215
N -0.771 -1.343 -0.726 -0.2675 -0.9270 -0.7938
P -2.521 0.360 0.865 -2.8335 0.1098 -0.1483
P 2.054 -0.575 -0.048 1.5346 -0.6723 -1.1997
C -2.951 -1.415 0.382 0.0314 0.1044 0.3343
H -4.004 -1.569 0.089 0.4352 0.1279 0.1228
H -2.767 -1.992 1.309 -0.0526 0.1025 -0.4827
C 0.315 1.536 2.015 0.8192 2.4414 1.3312
O 0.611 2.427 2.723 -0.3805 -0.9614 -0.4935
C 1.312 -0.742 -1.793 0.0741 0.1976 0.2674
H 2.018 -1.085 -2.563 -0.2583 0.1072 0.2592
C 3.495 0.694 -0.266 -0.1292 -0.2236 0.2194
C 2.770 -2.302 0.363 -0.0463 0.1382 -0.1171
C -3.322 1.465 -0.479 -0.0774 0.0291 0.1950
C -3.449 0.598 2.523 0.1053 0.0952 -0.1845
C 3.093 2.044 0.370 -0.0253 0.0536 -0.1940
H 3.169 2.004 1.467 -0.0122 0.0337 -0.2480
H 3.799 2.812 0.002 -0.2784 -0.2628 0.2488
H 2.071 2.353 0.113 0.3152 -0.0650 -0.0810
C 4.747 0.213 0.497 0.1812 -0.0666 -0.1235
H 4.563 0.161 1.583 0.1124 -0.0123 -0.4009
H 5.119 -0.764 0.150 -0.1215 0.4039 0.1129
H 5.553 0.951 0.331 -0.3292 -0.2602 0.1121
C 3.830 0.912 -1.755 0.2293 0.0464 -0.1122
H 4.869 1.283 -1.836 -0.4260 -0.1309 0.0234
H 3.760 -0.014 -2.349 0.1687 0.4276 0.1705
H 3.174 1.672 -2.210 0.2208 -0.3960 0.1637
C 3.386 -2.273 1.780 -0.1203 -0.2347 0.2953
H 3.029 -1.401 2.349 0.1761 -0.1912 0.0047
H 3.064 -3.183 2.321 0.2183 0.4554 -0.0944
H 4.485 -2.262 1.771 -0.4070 0.1645 0.0328
C 1.601 -3.314 0.392 -0.3456 -0.0392 0.0830
H 0.700 -2.891 0.861 0.2592 -0.2890 -0.0601
H 1.341 -3.677 -0.614 0.0188 0.2303 0.3326
H 1.919 -4.187 0.992 -0.1767 0.2826 -0.3608
C 3.796 -2.795 -0.676 0.0990 -0.1637 -0.5739
H 3.920 -2.070 -1.500 0.1187 -0.3999 0.2679
H 4.786 -2.997 -0.238 -0.3334 0.1255 -0.1806
H 3.431 -3.741 -1.119 0.3357 0.4549 0.1110
C -3.178 2.025 3.042 0.1485 0.1999 0.1771
H -3.125 1.997 4.146 -0.0722 0.1055 -0.4291
H -2.215 2.409 2.667 -0.3449 -0.0156 0.2607
H -3.974 2.735 2.765 0.3868 -0.2793 0.0352
C -2.869 -0.392 3.552 0.0061 -0.2545 0.0328
H -2.839 -1.427 3.175 0.0532 0.3682 0.3273
H -1.850 -0.109 3.854 -0.3083 -0.0765 -0.1136
H -3.518 -0.380 4.448 0.3508 0.0604 -0.3514
C -4.964 0.328 2.409 -0.2354 -0.5967 -0.0531
H -5.284 -0.263 3.287 -0.0100 0.3144 -0.4202
H -5.569 1.245 2.387 0.2618 -0.2597 -0.0869
H -5.201 -0.269 1.512 -0.0814 0.2225 0.4739
C -2.617 1.151 -1.817 0.4019 0.0482 -0.3391
H -3.336 0.974 -2.635 0.1447 -0.0344 0.4208
H -1.999 2.024 -2.096 -0.1599 -0.6678 0.0171
H -1.947 0.284 -1.722 -0.4197 0.5724 -0.4930
C -3.002 2.929 -0.101 -0.1496 0.0564 0.0385
H -1.957 3.002 0.249 -0.3433 0.1614 -0.2265
H -3.119 3.562 -1.001 0.0660 -0.2614 0.4357
H -3.676 3.321 0.676 0.2698 -0.1550 -0.2434
C -4.835 1.268 -0.683 -0.2224 0.0971 0.2661
H -5.085 0.228 -0.956 0.0971 0.3828 0.0886
H -5.426 1.553 0.201 0.2353 -0.1061 -0.3939
H -5.160 1.915 -1.519 0.1891 -0.2722 0.3214
Ti -0.119 0.110 0.791 -0.0720 0.2733 -0.5394
N 0.128 1.257 -1.017 1.3108 -1.1204 -0.2533
C 0.738 0.714 -2.003 -0.4830 0.6183 1.2012
C 0.873 1.360 -3.338 0.0516 0.4467 -0.8736
C 0.884 2.773 -3.396 -0.0667 -0.4009 -0.1091
C 0.980 0.641 -4.548 0.0738 0.2846 0.2418
C 1.003 3.439 -4.617 -0.0042 -0.2087 -0.0883
H 0.794 3.317 -2.451 0.0360 -0.1348 -0.3729
C 1.095 1.311 -5.774 -0.0385 0.1597 0.1873
H 0.966 -0.453 -4.541 0.0088 0.3784 0.0048
C 1.109 2.711 -5.816 -0.0352 -0.1650 0.3417
H 1.015 4.535 -4.640 0.0025 -0.4634 0.0070
H 1.173 0.733 -6.702 -0.0426 0.2499 0.3967
H 1.202 3.234 -6.774 -0.0327 -0.2232 0.4173
N 1.598 0.089 4.215 0.8040 1.2236 0.6847
C 1.148 -1.277 4.409 -0.3945 -1.7004 0.9009
C 0.118 -1.795 3.424 -4.6904 -5.4477 -1.8886
O -0.431 -2.938 3.766 2.8991 4.8501 -0.4796
O -0.292 -1.282 2.263 2.1520 -0.0905 2.5904
H 2.019 0.223 3.274 -0.6482 0.3106 0.3631
H 2.331 0.302 4.930 -0.6187 0.0039 -0.6958
H 0.792 0.725 4.398 0.8692 -0.0442 -0.7390
H 2.013 -1.974 4.423 -0.5562 0.5116 -0.1553
H 0.683 -1.324 5.420 0.2653 -0.0979 -0.7475
```
Forces are in eV/Å.

Output
- multiplicity = 3
- M (g/mol) = 648.61
- calculated total energy (eV) = -87365.374
- total charge = +1
- HOMO-LUMO gap (alpha / beta) (eV) = 6.43 / 7.13
- <S²> = 2.011
- ΔE to the lowest compared entry with this formula, charge and spin (kcal/mol) = 23.2

=====

> What is the formula in the second record?

C33H52CrN7O4P2

=====

> The lowest M belongs to which entry?

C33H52N3O3P2Ti

=====

> Look up the M of the first one.

741.02 g/mol

=====

> Which of these has the highest ΔE to the lowest compared entry with this formula, charge and spin?

C33H52N3O3P2Ti